{
  "formula": "C50H138Cl4N6O22",
  "method": "wB97M-V/def2-TZVPD",
  "orbital_gap_ev": [7.5, 2.4],
  "e_homo_ev": [-9.585, -9.585],
  "spin_multiplicity": 2,
  "s2": 0.754,
  "lumo_energy_ev": [-2.0670, -7.2041],
  "charge": 1,
  "e_tot_ev": -158142.2497,
  "species": ["Cl", "C", "C", "Cl", "H", "H", "H", "H", "Cl", "C", "C", "Cl", "H", "H", "H", "H", "C", "O", "H", "H", "H", "H", "C", "O", "H", "H", "H", "H", "C", "O", "H", "H", "H", "H", "C", "O", "H", "H", "H", "H", "C", "O", "H", "H", "H", "H", "C", "O", "H", "H", "H", "H", "C", "O", "H", "H", "H", "H", "C", "O", "H", "H", "H", "H", "C", "O", "H", "H", "H", "H", "C", "O", "H", "H", "H", "H", "C", "O", "C", "C", "N", "C", "C", "O", "C", "H", "H", "H", "H", "H", "H", "H", "H", "H", "H", "H", "H", "H", "H", "H", "C", "O", "C", "C", "N", "C", "C", "O", "C", "H", "H", "H", "H", "H", "H", "H", "H", "H", "H", "H", "H", "H", "H", "H", "C", "O", "C", "C", "N", "C", "C", "O", "C", "H", "H", "H", "H", "H", "H", "H", "H", "H", "H", "H", "H", "H", "H", "H", "C", "O", "C", "C", "N", "C", "C", "O", "C", "H", "H", "H", "H", "H", "H", "H", "H", "H", "H", "H", "H", "H", "H", "H", "C", "O", "C", "C", "N", "C", "C", "O", "C", "H", "H", "H", "H", "H", "H", "H", "H", "H", "H", "H", "H", "H", "H", "H", "C", "O", "C", "C", "N", "C", "C", "O", "C", "H", "H", "H", "H", "H", "H", "H", "H", "H", "H", "H", "H", "H", "H", "H"],
  "coordinates": [[-0.920531, -3.142772, 4.033532], [0.218569, -2.360252, 2.927302], [0.664989, -1.040702, 3.657952], [1.783369, -1.429672, 5.017782], [-0.199601, -2.108902, 1.952602], [1.013849, -3.078882, 2.729302], [-0.183681, -0.405852, 3.912552], [1.263249, -0.513682, 2.914692], [3.586549, 2.854088, 3.453922], [2.250409, 2.559488, 2.309102], [1.496569, 3.869968, 2.154782], [2.456709, 5.082878, 1.314272], [1.657759, 1.833228, 2.865362], [2.653439, 2.200348, 1.362162], [1.281479, 4.255718, 3.151292], [0.538519, 3.805288, 1.638982], [-4.427451, -2.123712, -0.006098], [-4.148331, -2.311492, -1.383738], [-3.816371, -2.897652, 0.458322], [-3.988721, -1.183112, 0.326882], [-5.451261, -2.296602, 0.325602], [-4.887051, -2.002682, -1.913388], [-0.536111, 5.734968, -0.818758], [-1.011881, 6.054218, -2.114578], [-0.893291, 4.781738, -0.429068], [0.546929, 5.736338, -0.695728], [-0.857061, 6.509218, -0.121898], [-1.847331, 5.611188, -2.279938], [2.964309, -7.078352, 0.424752], [4.370899, -6.821792, 0.297622], [2.833379, -7.956352, 1.057272], [2.510829, -6.224652, 0.928392], [2.430699, -7.242852, -0.511358], [4.704389, -7.319312, -0.452618], [-4.513831, 1.804038, -1.353478], [-5.250001, 2.901778, -1.743518], [-3.866841, 1.434768, -2.149178], [-3.911231, 2.177518, -0.525538], [-5.134871, 0.989718, -0.980268], [-5.976711, 3.204698, -1.194228], [-0.663281, -3.064002, -1.204208], [-1.760921, -3.335942, -2.044208], [-0.100331, -2.158772, -1.431688], [-1.114531, -2.941632, -0.219578], [-0.029551, -3.949302, -1.151998], [-2.484311, -2.868622, -1.620038], [5.349659, 1.073138, -1.320738], [5.180599, 0.045568, -2.241988], [6.356569, 1.486528, -1.378548], [4.712929, 1.879808, -1.683998], [5.049639, 0.766878, -0.318598], [5.857339, -0.608522, -2.052778], [2.426069, 3.908218, -1.884388], [1.236059, 3.573478, -2.566528], [2.303969, 3.547128, -0.863208], [3.295969, 3.419608, -2.323298], [2.494159, 4.988148, -2.015618], [0.641519, 4.315798, -2.435808], [-4.038651, -0.702772, 5.064302], [-2.880871, -0.120602, 5.552432], [-4.579351, -0.103602, 4.331672], [-3.799211, -1.638192, 4.558582], [-4.781781, -0.871512, 5.843652], [-2.447311, -0.698192, 6.184902], [1.597319, -3.115132, -3.938768], [2.982669, -2.907312, -4.085868], [1.199819, -2.716352, -3.005458], [1.080459, -2.550262, -4.714578], [1.262259, -4.148612, -4.026888], [3.176409, -2.076902, -4.526868], [3.104359, 1.022268, -5.384088], [3.470349, -0.091942, -4.560488], [2.640059, 1.815008, -4.797488], [3.939279, 1.351918, -6.002418], [2.329179, 0.723138, -6.089578], [3.940369, 0.223888, -3.785288], [5.674729, -4.489092, 3.001612], [5.490999, -3.136482, 2.564342], [4.736249, -2.361342, 3.489152], [4.918769, -0.853652, 3.095812], [6.339529, -0.476952, 3.122632], [6.685079, 0.826258, 2.527432], [8.211249, 1.077698, 2.574872], [8.948759, 0.098688, 1.870422], [10.313599, 0.203668, 2.151072], [4.772089, -5.072952, 2.821502], [5.932959, -4.501832, 4.060512], [6.497399, -4.966162, 2.468972], [5.021339, -2.566312, 4.521052], [3.705559, -2.715952, 3.493302], [4.373379, -0.175722, 3.752372], [4.525669, -0.822802, 2.079632], [6.923709, -1.250822, 2.839872], [6.248629, 1.568668, 3.195592], [6.311559, 0.924448, 1.508142], [8.604489, 1.082598, 3.591452], [8.444399, 2.028858, 2.096282], [10.813439, -0.572372, 1.571392], [10.517379, -0.018102, 3.198632], [10.673359, 1.197348, 1.884122], [2.737839, -3.240122, 0.132292], [2.060829, -1.977652, 0.086132], [2.779099, -1.000952, -0.655048], [1.921189, 0.151628, -1.059818], [1.100669, 0.576198, 0.016312], [-0.204411, 1.101218, -0.419848], [-1.190931, 1.269328, 0.778692], [-1.663411, 0.010788, 1.220812], [-2.587751, 0.173088, 2.268352], [2.051779, -4.025032, 0.450612], [3.595539, -3.344052, 0.796852], [3.003189, -3.625402, -0.852218], [3.270529, -1.389272, -1.547118], [3.599539, -0.683832, -0.011288], [1.351049, -0.231402, -1.906178], [2.508929, 1.042878, -1.279658], [0.957609, -0.184062, 0.665652], [-0.586131, 0.330338, -1.089278], [-0.038141, 2.052568, -0.925188], [-1.950551, 1.965498, 0.423142], [-0.727141, 1.865708, 1.564392], [-3.516131, 0.622368, 1.915712], [-2.186721, 0.790708, 3.071982], [-2.836941, -0.765522, 2.763342], [-7.779411, 3.153608, 7.303822], [-6.504131, 3.716108, 6.812032], [-5.841031, 2.908118, 5.844842], [-4.416011, 3.580338, 5.632262], [-3.573181, 2.885818, 4.683722], [-2.175961, 3.463748, 4.597832], [-1.233641, 2.983648, 5.642222], [0.041909, 3.502868, 5.332682], [1.076599, 2.950108, 6.121642], [-8.521471, 2.944698, 6.533232], [-8.126491, 3.960158, 7.949672], [-7.661521, 2.270088, 7.931212], [-6.369971, 2.911078, 4.891782], [-5.664711, 1.892778, 6.199922], [-3.879441, 3.690378, 6.574642], [-4.699401, 4.550378, 5.223822], [-3.400171, 1.947558, 5.015132], [-2.230011, 4.552348, 4.608672], [-1.807831, 3.228338, 3.599252], [-1.199541, 1.897298, 5.559842], [-1.397461, 3.272708, 6.680352], [1.302289, 1.904388, 5.912752], [0.825369, 2.975138, 7.182002], [1.942179, 3.609068, 6.053532], [-11.719061, -1.356972, -2.198608], [-10.687621, -1.846042, -1.397038], [-11.191051, -2.488302, -0.258788], [-10.060421, -2.766562, 0.725052], [-9.569331, -1.542402, 1.379632], [-8.479661, -1.787742, 2.270722], [-7.955461, -0.480882, 2.724422], [-7.121171, 0.078808, 1.734782], [-6.780431, 1.403048, 1.997862], [-11.244901, -0.733232, -2.956388], [-12.367491, -0.665982, -1.659928], [-12.322691, -2.134752, -2.666358], [-11.695331, -3.380712, -0.629468], [-12.039671, -2.013122, 0.233292], [-9.293491, -3.274202, 0.140062], [-10.514651, -3.406852, 1.481232], [-9.264881, -0.841002, 0.719752], [-7.702811, -2.392782, 1.803252], [-8.845901, -2.273492, 3.175162], [-7.490371, -0.594062, 3.703702], [-8.769681, 0.186488, 3.006852], [-7.659321, 2.044238, 2.065152], [-6.178441, 1.844878, 1.203822], [-6.141681, 1.502548, 2.875482], [-7.040181, 3.133248, -6.877058], [-5.969061, 2.409808, -7.556718], [-5.105971, 3.286628, -8.342048], [-3.773261, 2.580048, -8.695238], [-3.044761, 2.373558, -7.509078], [-1.694971, 1.872638, -7.695878], [-1.036551, 1.539368, -6.364398], [-1.795601, 0.612028, -5.641498], [-1.107221, 0.234628, -4.492838], [-7.734901, 2.463868, -6.369718], [-7.664191, 3.583338, -7.649158], [-6.647981, 3.788118, -6.098968], [-4.821301, 4.175038, -7.778318], [-5.687821, 3.523718, -9.232748], [-3.209601, 3.136228, -9.444278], [-4.019371, 1.615678, -9.139668], [-3.635191, 1.736848, -6.993228], [-1.090911, 2.640818, -8.178698], [-1.621041, 0.979298, -8.316028], [-0.946741, 2.417948, -5.725538], [-0.005261, 1.226338, -6.527368], [-0.759521, 1.017338, -3.818628], [-0.258831, -0.414582, -4.709358], [-1.792241, -0.363552, -3.891988], [10.559269, -0.347282, -2.730058], [9.672539, -1.271162, -2.144668], [8.717589, -0.529452, -1.325548], [7.794789, -1.416222, -0.579698], [6.998999, -2.144142, -1.511498], [6.258669, -3.189982, -0.827608], [5.672559, -4.092152, -1.863798], [6.744339, -4.827122, -2.523528], [6.218279, -5.537802, -3.669038], [10.136859, 0.358758, -3.445028], [11.351299, -0.901842, -3.233298], [11.123589, 0.165018, -1.950838], [8.117839, 0.095068, -1.987638], [9.269829, 0.032888, -0.572618], [7.213709, -0.772952, 0.081102], [8.348989, -2.147192, 0.009072], [7.711029, -2.619142, -2.047678], [5.449889, -2.712082, -0.274808], [6.854079, -3.763962, -0.117598], [5.212519, -3.448302, -2.613408], [4.908209, -4.762152, -1.470138], [6.892299, -6.349312, -3.943338], [5.803389, -4.970082, -4.501908], [5.335119, -6.096302, -3.358858]],
  "forces_ev_per_angstrom": [[-0.5, -0.4, -0.2], [0.3, 1.2, 0.9], [0.7, -1.3, -1.9], [-0.6, 0.4, -0.1], [-0.5, 0.1, 0.2], [0.2, 0.3, 0.3], [0.1, -0.3, 0.5], [0.1, 0.3, 0.1], [0.8, -0.1, 0.2], [-0.4, 0.5, 0.1], [-0.4, -0.1, 0.7], [0.4, 0.4, -0.1], [-0.3, -0.1, -0.6], [-0.2, -0.2, 0.3], [0.0, 0.0, 0.0], [0.2, -0.4, -0.2], [1.2, -0.6, 0.4], [-0.9, 0.2, -0.2], [-0.1, -0.1, 0.4], [-0.5, 0.3, 0.1], [-0.1, 0.3, -0.4], [0.1, 0.1, -0.2], [-0.5, 0.5, 1.0], [0.8, -0.4, -0.2], [-0.2, -0.2, -0.2], [0.1, 0.0, -0.8], [-0.2, 0.0, 0.2], [-0.1, 0.0, 0.1], [0.3, -0.2, 0.5], [-0.5, 0.3, -0.2], [-0.2, -0.1, 0.0], [0.1, 0.0, 0.0], [0.2, 0.1, -0.2], [0.1, -0.1, 0.0], [0.1, -0.1, 1.6], [-0.8, 1.4, -2.0], [-0.2, 0.3, -0.2], [0.6, -0.7, 0.3], [0.0, -0.3, -0.1], [0.2, -0.6, 0.4], [-0.8, -0.5, 0.8], [0.7, 0.1, -0.4], [0.1, 0.0, -0.3], [0.5, 0.2, 0.6], [0.3, 0.2, -0.2], [-0.7, 0.0, -0.7], [-0.2, 1.0, -0.8], [-0.3, 0.0, -0.2], [0.3, -0.1, 0.5], [-0.2, 0.1, 0.5], [0.1, 0.2, 0.3], [0.4, -1.2, -0.3], [-0.6, 0.1, -0.2], [-0.3, -0.7, -0.6], [0.5, 0.5, 0.3], [-0.1, 0.0, -0.3], [0.8, 0.1, 0.8], [-0.3, 0.0, -0.3], [-1.2, -1.2, -0.3], [0.9, 1.2, 0.1], [0.6, 0.6, -0.1], [-0.2, -0.3, 0.1], [0.0, -0.3, 0.2], [-0.1, -0.1, 0.0], [-0.6, 1.1, -0.5], [0.5, -1.1, 0.5], [0.2, -0.1, 0.3], [-0.3, -0.1, -0.2], [0.6, -0.2, 0.0], [-0.3, 0.4, 0.0], [-0.3, -0.4, -0.1], [-0.5, 0.2, -0.6], [0.3, 0.2, 0.1], [0.2, 0.3, 0.3], [0.0, -0.4, 0.1], [0.3, -0.1, 0.2], [0.0, 0.0, 0.1], [0.5, 0.5, 0.4], [0.3, -0.1, -0.1], [0.3, -1.8, 1.5], [-2.0, 0.5, -2.9], [1.9, -0.1, 1.8], [0.3, -0.4, -0.5], [-1.5, -0.5, 0.0], [0.6, -0.5, -0.1], [-0.1, 0.0, 0.1], [-0.1, 0.0, 0.1], [-0.1, 0.4, -0.3], [0.6, 0.2, 0.2], [-0.4, 0.7, -0.4], [-0.2, 0.1, -0.2], [0.2, 0.6, -0.5], [0.9, -0.7, 0.3], [-0.5, 0.2, -0.4], [-0.4, -0.3, 0.0], [-0.4, 0.3, 0.4], [-0.4, 0.4, 0.2], [0.1, 0.2, -0.1], [0.0, 0.2, 0.2], [0.3, 0.0, 0.0], [-0.9, -0.7, -0.4], [0.3, -0.8, -0.2], [1.3, -0.3, 0.4], [0.0, -0.2, 0.1], [-1.1, 0.7, 1.6], [0.2, -0.8, 1.5], [1.0, 0.4, -1.6], [0.3, 0.4, -0.1], [-0.3, 0.0, 0.6], [-0.5, 0.4, 0.4], [0.2, 0.7, 0.1], [0.3, 0.6, -0.3], [-0.2, -0.4, -0.1], [0.4, 0.3, 0.3], [-0.3, 0.4, -0.5], [0.4, -0.4, -1.0], [-0.3, -0.2, -0.1], [-0.7, 0.3, -0.5], [-0.2, 0.0, -0.2], [-0.8, -0.4, -0.1], [0.4, -0.4, 0.6], [-0.1, 0.2, -0.1], [0.1, 0.4, 0.0], [0.2, -0.3, -0.6], [1.3, 1.2, 0.1], [-1.2, -1.4, 0.0], [1.8, 0.9, 0.4], [-1.5, -0.1, 0.0], [1.3, 0.1, -0.5], [-2.1, 0.6, -0.6], [1.1, -0.5, 0.2], [0.9, 0.0, -0.5], [-0.2, 0.6, 0.7], [0.2, 0.1, -0.3], [-0.3, -0.2, -0.1], [0.4, -0.2, -0.1], [-0.1, -0.2, -0.1], [-0.3, -0.3, 0.1], [-0.5, 0.2, 0.4], [0.5, 0.3, 0.1], [-0.3, -0.4, 0.1], [-0.2, 0.1, 0.1], [0.3, -0.3, 0.1], [0.0, -0.4, 0.3], [-0.8, 0.0, 0.1], [0.1, -0.1, -0.5], [-0.4, 0.0, 0.3], [0.1, -0.3, -0.4], [0.2, 1.0, -0.6], [0.1, 0.6, 0.5], [-0.2, -0.7, 0.1], [-0.8, 0.9, -0.5], [-1.0, -0.6, -0.6], [-0.5, 0.0, 0.3], [0.4, 0.6, 0.9], [0.1, -0.2, -0.2], [0.4, 0.8, -0.1], [0.0, -0.3, -0.3], [-0.2, -0.1, 0.3], [0.0, -0.2, 0.0], [0.4, -0.9, 0.2], [0.2, 1.0, 0.1], [0.3, -0.4, 0.2], [0.4, -0.2, 0.2], [-0.2, -0.1, -0.5], [0.4, -0.2, 0.1], [0.0, -0.5, -0.1], [1.0, -0.1, 0.0], [-0.5, 0.2, -0.6], [-0.2, 0.0, 0.4], [0.0, -0.5, -0.4], [-0.2, 0.0, 0.5], [0.6, -0.9, -0.9], [0.2, 0.6, 0.7], [-0.2, -0.8, 0.1], [-1.8, 0.0, -0.8], [0.8, 0.1, 1.1], [0.0, -0.2, 0.8], [-0.1, 1.1, -0.2], [0.1, -0.1, -0.2], [-0.4, -1.3, 1.0], [0.5, -0.6, -0.1], [0.1, 0.8, 0.1], [0.0, 0.4, -0.4], [-0.3, 0.2, 0.1], [0.2, 0.4, -0.2], [-0.1, 0.3, 0.1], [-0.2, -0.2, -0.5], [0.5, -0.2, 0.7], [0.0, 0.1, -0.1], [-0.2, -0.3, -0.3], [-0.1, 0.5, -0.1], [0.1, -0.5, -0.2], [0.0, 0.7, -0.4], [0.3, 0.0, -0.2], [-0.1, -0.1, 0.0], [1.3, -0.6, 0.1], [-1.3, 0.8, 0.7], [1.3, -0.2, -0.5], [0.5, -0.3, 0.1], [-0.2, -0.3, 0.1], [-0.6, 0.0, -0.3], [0.5, -0.3, -1.1], [-1.1, 0.2, -0.5], [-0.6, -0.9, 1.2], [-0.4, 0.0, 0.1], [-0.3, -0.3, -0.3], [-0.2, 0.5, 0.2], [0.1, 0.4, 0.0], [0.1, 0.5, -0.3], [-0.3, -0.1, 0.1], [0.3, 0.2, 0.6], [-0.1, -0.2, -0.9], [-0.1, -0.1, 0.1], [0.3, -0.1, 0.2], [-0.3, 0.0, -0.1], [0.1, -0.3, 0.1], [0.5, 0.6, -0.3], [0.8, 0.6, 0.0], [-0.3, -0.1, 0.4]],
  "lowdin_spin": [0.00, 0.00, 0.00, 0.00, 0.00, 0.00, 0.00, 0.00, 0.00, 0.00, 0.00, 0.00, 0.00, 0.00, 0.00, 0.00, 0.00, 0.00, 0.00, 0.00, 0.00, 0.00, 0.00, 0.00, 0.00, 0.00, 0.00, 0.00, 0.00, 0.00, 0.00, 0.00, 0.00, 0.00, 0.00, 0.00, 0.00, 0.00, 0.00, 0.00, 0.00, 0.00, 0.00, 0.00, 0.00, 0.00, 0.00, 0.00, 0.00, 0.00, 0.00, 0.00, 0.00, 0.00, 0.00, 0.00, 0.00, 0.00, 0.00, 0.00, 0.00, 0.00, 0.00, 0.00, 0.00, 0.00, 0.00, 0.00, 0.00, 0.00, 0.00, 0.00, 0.00, 0.00, 0.00, 0.00, 0.00, 0.01, 0.00, 0.08, 0.70, 0.07, 0.00, 0.00, 0.00, 0.00, 0.00, 0.00, 0.00, 0.00, 0.01, 0.04, 0.02, 0.01, 0.03, 0.00, 0.00, 0.00, 0.00, 0.00, 0.00, 0.00, 0.00, 0.00, 0.00, 0.00, 0.00, 0.00, 0.00, 0.00, 0.00, 0.00, 0.00, 0.00, 0.00, 0.00, 0.00, 0.00, 0.00, 0.00, 0.00, 0.00, 0.00, 0.00, 0.00, 0.00, 0.00, 0.00, 0.00, 0.00, 0.00, 0.00, 0.00, 0.00, 0.00, 0.00, 0.00, 0.00, 0.00, 0.00, 0.00, 0.00, 0.00, 0.00, 0.00, 0.00, 0.00, 0.00, 0.00, 0.00, 0.00, 0.00, 0.00, 0.00, 0.00, 0.00, 0.00, 0.00, 0.00, 0.00, 0.00, 0.00, 0.00, 0.00, 0.00, 0.00, 0.00, 0.00, 0.00, 0.00, 0.00, 0.00, 0.00, 0.00, 0.00, 0.00, 0.00, 0.00, 0.00, 0.00, 0.00, 0.00, 0.00, 0.00, 0.00, 0.00, 0.00, 0.00, 0.00, 0.00, 0.00, 0.00, 0.00, 0.00, 0.00, 0.00, 0.00, 0.00, 0.00, 0.00, 0.00, 0.00, 0.00, 0.00, 0.00, 0.00, 0.00, 0.00, 0.00, 0.00, 0.00, 0.00, 0.00, 0.00, 0.00, 0.00, 0.00, 0.00, 0.00, 0.00]
}